Model P:
{"formula": "C8H14N2O3", "method": "the ωB97M-V functional and the def2-TZVPD basis", "homo_lumo_gap_ev": 10.4325, "e_lumo_ha": 0.024, "smiles": "C[C@H](N)C(=O)N1CCC[C@H]1C(=O)O", "spin_multiplicity": 1, "species": ["O", "O", "O", "N", "N", "C", "C", "C", "C", "C", "C", "C", "C", "H", "H", "H", "H", "H", "H", "H", "H", "H", "H", "H", "H", "H", "H"], "positions_angstrom": [[2.41, -1.41, 1.36], [1.74, -2.69, -0.32], [-0.80, -1.74, -1.10], [0.34, 0.09, -0.35], [-2.51, 0.88, -0.49], [2.48, 0.99, -0.53], [-2.99, -1.22, 0.63], [2.02, -1.45, 0.24], [0.44, 1.13, 0.55], [-1.87, -0.22, 0.37], [1.51, 2.07, 0.09], [-0.68, -0.80, -0.31], [1.65, -0.38, -0.73], [-2.66, -1.96, 1.47], [-2.98, 1.56, 0.01], [-3.91, -0.75, 0.83], [-3.16, -1.97, -0.15], [3.37, 0.84, 0.07], [1.17, 2.73, -0.67], [2.05, 2.63, 0.82], [-1.73, 1.33, -1.03], [-0.53, 1.56, 0.57], [1.81, -0.70, -1.76], [-1.53, 0.17, 1.35], [1.04, -2.75, -1.00], [0.59, 0.69, 1.55], [2.73, 1.35, -1.45]]}


Model Q:
{"formula": "C8H14N2O3", "method": "the ωB97M-V functional and the def2-TZVPD basis", "homo_lumo_gap_ev": 9.2821, "e_lumo_ha": 0.012, "spin_multiplicity": 1, "species": ["O", "O", "O", "N", "N", "C", "C", "C", "C", "C", "C", "C", "C", "H", "H", "H", "H", "H", "H", "H", "H", "H", "H", "H", "H", "H", "H"], "positions_angstrom": [[0.75, 0.95, -1.85], [2.17, -3.26, 0.38], [-0.03, -2.71, 0.56], [-2.30, 0.72, 0.03], [0.21, -0.33, -0.10], [-1.78, 1.15, 1.52], [2.57, -0.44, 0.48], [-0.05, 0.54, -1.07], [-1.43, 2.89, 1.10], [-1.36, 2.72, -0.53], [1.43, -1.06, -0.28], [1.24, -2.58, 0.14], [-1.40, 1.32, -1.00], [3.58, -0.99, 0.41], [2.49, -0.45, 1.58], [-0.44, -0.57, 0.54], [-2.33, -0.29, 0.03], [-2.84, 1.03, 2.23], [-0.33, 3.37, 1.90], [-0.41, 3.15, -1.14], [-0.77, 0.44, 2.01], [-2.13, 3.36, -0.96], [-0.17, -3.59, 0.89], [1.57, -0.86, -1.36], [2.63, 0.66, 0.20], [-2.20, 1.06, -2.00], [-2.52, 3.88, 1.23]]}


Which structure loses on stability? model Q does.


Model P:
{"formula": "C3H3ClO", "method": "the ωB97M-V functional and the def2-TZVPD basis", "homo_lumo_gap_ev": 11.0296, "e_lumo_ha": 0.038, "spin_multiplicity": 1, "species": ["Cl", "O", "C", "C", "C", "H", "H", "H"], "positions_angstrom": [[0.58, -0.45, 1.22], [1.18, 2.47, 1.58], [1.99, 1.72, 1.44], [-0.65, -1.14, -1.07], [-0.52, -0.19, -0.19], [-1.34, -1.10, -1.89], [-1.25, 0.63, -0.08], [0.01, -1.95, -1.01]]}


Model Q:
{"formula": "C3H3ClO", "method": "the ωB97M-V functional and the def2-TZVPD basis", "homo_lumo_gap_ev": 9.1822, "e_lumo_ha": -0.029, "smiles": "CC#COCl", "spin_multiplicity": 1, "species": ["Cl", "O", "C", "C", "C", "H", "H", "H"], "positions_angstrom": [[2.11, 2.48, -1.60], [2.46, 1.08, -0.94], [-0.02, -0.16, 0.09], [-1.22, -0.77, 0.57], [1.06, 0.29, -0.19], [-0.82, -1.19, 1.45], [-1.46, -1.59, -0.08], [-2.11, -0.15, 0.70]]}


Which structure loses on stability? model Q does.


Model P:
{"formula": "C8H15N2", "method": "the ωB97M-V functional and the def2-TZVPD basis", "homo_lumo_gap_ev": 8.9086, "e_lumo_ha": -0.153, "total_charge": 1, "spin_multiplicity": 1, "species": ["N", "N", "C", "C", "C", "C", "C", "C", "C", "C", "H", "H", "H", "H", "H", "H", "H", "H", "H", "H", "H", "H", "H", "H", "H"], "positions_angstrom": [[0.26, -1.55, 0.19], [0.33, 0.68, -0.71], [-0.86, 0.03, -1.48], [1.67, -1.47, 0.06], [1.53, 0.59, -1.15], [-1.11, 1.66, 2.12], [-2.51, 1.80, 2.29], [-0.55, -1.47, -1.06], [2.44, -0.09, -0.25], [0.05, 1.72, 1.75], [2.50, 0.42, 0.68], [-0.78, 0.36, -2.49], [-1.77, 0.40, -1.07], [-1.54, -1.94, -0.84], [-2.89, 2.49, 1.55], [0.20, 0.85, 0.37], [1.03, 2.09, 1.88], [-0.03, -2.05, -1.90], [2.01, -2.30, -0.54], [-0.07, -1.04, 0.95], [-2.59, 2.30, 3.17], [1.83, 0.69, -2.17], [3.49, -0.20, -0.63], [-3.20, 0.91, 2.35], [2.04, -1.78, 0.98]]}


Model Q:
{"formula": "C8H15N2", "method": "the ωB97M-V functional and the def2-TZVPD basis", "homo_lumo_gap_ev": 8.0611, "e_lumo_ha": -0.165, "total_charge": 1, "spin_multiplicity": 1, "species": ["N", "N", "C", "C", "C", "C", "C", "C", "C", "C", "H", "H", "H", "H", "H", "H", "H", "H", "H", "H", "H", "H", "H", "H", "H"], "positions_angstrom": [[0.49, -0.86, 0.51], [-0.63, -1.42, -1.74], [0.50, 2.55, 1.88], [0.40, 0.27, 1.11], [0.21, 0.35, 2.59], [0.62, 1.68, 0.66], [0.72, -1.87, -1.96], [-0.92, -0.08, -1.99], [0.18, 1.64, 2.99], [-1.58, -2.24, -1.46], [-0.07, -0.41, 3.28], [0.82, -2.58, -2.73], [1.75, 1.75, 0.43], [-2.57, -2.01, -1.23], [1.41, 3.18, 1.91], [-0.50, 0.35, -3.03], [-1.25, -3.20, -1.24], [0.05, 1.92, -0.25], [-2.05, -0.05, -2.03], [-0.36, 0.54, -1.21], [0.42, -1.70, 1.13], [0.23, 2.12, 3.95], [1.16, -2.18, -1.06], [-0.40, 3.26, 1.60], [1.36, -1.03, -2.10]]}


Which structure loses on stability? model P does.


Model P:
{"formula": "C6H15NO2", "method": "the ωB97M-V functional and the def2-TZVPD basis", "homo_lumo_gap_ev": 9.5931, "e_lumo_ha": 0.030, "smiles": "CCC(C)C.O=CNO", "spin_multiplicity": 1, "species": ["O", "O", "N", "C", "C", "C", "C", "C", "C", "H", "H", "H", "H", "H", "H", "H", "H", "H", "H", "H", "H", "H", "H", "H"], "positions_angstrom": [[0.36, -0.35, -2.36], [-0.37, 2.18, -1.64], [-1.27, 1.12, -1.80], [1.40, -0.17, 0.38], [-0.06, -0.70, 0.78], [1.75, 1.25, 0.79], [-0.76, -0.15, -1.90], [-1.24, 0.18, 1.17], [-0.32, -2.16, 0.51], [2.72, 1.51, 0.38], [0.44, 1.87, -2.10], [-0.94, 1.23, 1.24], [-1.32, -2.47, 0.82], [1.79, 1.35, 1.88], [0.41, -2.81, 1.00], [-0.23, -2.37, -0.55], [2.16, -0.88, 0.72], [-1.67, -0.15, 2.12], [0.56, -0.70, 1.74], [1.02, 1.97, 0.41], [1.36, -0.26, -0.72], [-1.58, -0.89, -1.90], [-2.02, 0.06, 0.43], [-2.18, 1.35, -1.43]]}


Model Q:
{"formula": "C6H15NO2", "method": "the ωB97M-V functional and the def2-TZVPD basis", "homo_lumo_gap_ev": 9.6349, "e_lumo_ha": 0.027, "spin_multiplicity": 1, "species": ["O", "O", "N", "C", "C", "C", "C", "C", "C", "H", "H", "H", "H", "H", "H", "H", "H", "H", "H", "H", "H", "H", "H", "H"], "positions_angstrom": [[1.45, -0.43, -0.76], [-0.78, 0.77, 0.57], [2.00, 0.77, -1.34], [-1.68, -1.37, -1.10], [-3.11, 0.42, 0.01], [0.50, 0.85, 1.12], [1.39, -0.32, 0.68], [2.78, -0.26, 1.29], [-2.12, 0.03, -0.92], [-3.66, 1.34, -0.19], [0.89, -1.25, 0.96], [-1.78, 0.75, -1.65], [1.01, 1.79, 0.85], [2.59, 0.41, -2.09], [3.37, -1.12, 0.97], [-0.61, -1.41, -1.32], [-3.68, -0.37, 0.49], [0.44, 0.81, 2.22], [3.30, 0.65, 0.99], [-2.22, -1.80, -1.95], [-1.89, -1.97, -0.22], [1.21, 1.23, -1.78], [2.72, -0.28, 2.39], [-2.14, 0.75, 0.78]]}


Model R:
{"formula": "C6H15NO2", "method": "the ωB97M-V functional and the def2-TZVPD basis", "homo_lumo_gap_ev": 10.2690, "e_lumo_ha": 0.030, "smiles": "COC(C)(C)[C@](C)(N)O", "spin_multiplicity": 1, "species": ["O", "O", "N", "C", "C", "C", "C", "C", "C", "H", "H", "H", "H", "H", "H", "H", "H", "H", "H", "H", "H", "H", "H", "H"], "positions_angstrom": [[1.76, 0.88, -0.85], [-1.04, -1.14, 0.65], [-0.19, 0.20, -1.97], [0.25, 0.60, -0.67], [1.17, -1.74, -0.01], [0.80, -0.06, 1.79], [-0.41, 1.92, -0.31], [0.33, -0.52, 0.41], [-2.29, -0.69, 0.19], [0.06, 2.75, -0.85], [2.06, 1.44, -0.12], [-3.08, -1.24, 0.70], [-1.47, 1.94, -0.56], [0.10, -0.74, -2.18], [1.09, -2.53, 0.74], [0.64, -0.85, 2.53], [1.87, 0.18, 1.78], [-2.40, -0.88, -0.88], [-0.32, 2.17, 0.75], [2.22, -1.48, -0.13], [0.26, 0.81, 2.16], [0.25, 0.81, -2.65], [-2.48, 0.36, 0.44], [0.80, -2.18, -0.94]]}


Which structure loses on stability? model Q does.